40
Properties=species:S:1:pos:R:3:forces:R:3 method="wB97M-V/def2-TZVPD" total_charge=+2 de_lowest_ev=0.989 gap_ev=4.62 total_energy_ha=-21771.29165
Ag 5.53875 19.61686 -12.75187 0.00 -0.93 0.03
Ag 3.38324 21.74465 -11.16283 -0.93 1.11 0.52
Ag 5.28689 19.21269 -8.43446 -0.35 -0.44 0.05
B 2.86013 18.84320 -10.40457 -1.83 -0.08 0.78
F 3.79398 17.98363 -9.78340 0.40 0.78 -0.29
F 3.36622 19.49698 -11.59695 1.01 -0.70 -0.76
F 1.67757 18.22227 -10.64523 0.77 0.00 -0.21
F 2.67736 19.96388 -9.55315 0.48 0.24 0.55
Br 2.17109 15.45614 -7.78189 -0.40 -0.17 -0.13
C 0.82723 15.47511 -9.21882 0.05 0.80 -0.72
C -0.27649 16.46419 -8.89638 0.48 -0.23 0.13
Br -1.58547 16.48116 -10.37521 0.27 -1.53 0.67
H 0.43438 14.49619 -9.47270 0.28 -0.23 0.48
H 1.39663 15.85511 -10.06079 -0.10 -0.20 -0.16
H 0.12930 17.47007 -8.84309 -0.09 0.03 0.03
H -0.69181 16.20775 -7.92386 -0.68 0.10 -0.31
Br 0.19498 20.76585 -12.21120 0.50 0.28 0.08
C -0.75372 20.78039 -10.49934 -0.09 0.12 0.60
C -1.40460 19.44517 -10.30481 -0.52 0.25 0.15
Br -2.12924 19.31788 -8.45652 0.33 0.37 -0.81
H -1.46836 21.59356 -10.57289 0.00 0.01 0.01
H -0.06108 20.97664 -9.68314 0.24 0.10 -0.28
H -0.74873 18.59541 -10.45864 0.18 0.63 0.19
H -2.23643 19.33032 -10.99792 -0.10 -0.07 0.22
Br 1.97839 22.21454 -5.55375 0.17 -0.06 -0.84
C 2.56022 22.43821 -7.42693 -0.34 0.51 0.27
C 2.87948 23.91017 -7.60774 0.45 0.25 0.94
Br 3.33156 24.38971 -9.45296 0.05 -0.70 -0.41
H 1.78231 22.12969 -8.12154 -0.24 -0.11 0.31
H 3.41869 21.78453 -7.57050 0.14 0.18 0.04
H 3.71366 24.23294 -6.98436 0.33 -0.31 -0.33
H 2.10715 24.60532 -7.28466 -0.52 -0.38 -0.47
Br 3.18702 13.70342 -11.24468 0.32 0.35 -0.01
C 4.08890 15.41998 -11.14165 -0.79 0.63 -0.15
C 5.52344 15.25549 -11.56583 -0.66 -0.62 -0.06
Br 6.39731 17.02604 -11.39157 0.48 0.48 -0.11
H 3.91235 15.89221 -10.17448 0.55 -0.91 0.32
H 3.56279 16.14714 -11.76830 0.06 -0.49 -0.57
H 5.64363 14.92911 -12.59594 -0.11 0.42 -0.13
H 6.06780 14.52178 -10.97323 0.23 0.51 0.39